[1]
Here is a 2-piece molecular cluster, C14H23N5O3 overall from OMol25. Energies are from ωB97M-V/def2-TZVPD.

XYZ file:
```
45
Properties=species:S:1:pos:R:3:forces:R:3:lowdin_charge:R:1
C -3.129567 -4.697455 -0.051288 0.5 0.2 -0.3 -0.0551
N -2.344676 -3.558852 0.421672 -0.8 0.1 0.9 0.0150
C -1.372053 -2.969390 -0.287974 1.0 -0.8 -0.9 -0.4548
O -1.081556 -3.362310 -1.411846 -0.1 0.5 0.4 0.0630
C -0.635618 -1.789353 0.386550 0.6 0.1 0.2 -0.1671
N -0.395419 -2.016065 1.832793 -1.1 1.0 -0.8 0.0842
C 0.231026 -3.072032 2.360119 1.0 -1.5 0.2 -0.5658
C 0.445454 -3.048406 3.856116 0.0 0.1 -0.1 0.0016
O 0.623908 -4.024138 1.705544 -0.2 0.3 -0.3 0.0698
C 0.646136 -1.316187 -0.355166 0.2 0.5 -0.3 -0.3509
C 0.332454 -0.614597 -1.688636 -0.2 -0.8 0.0 -0.0680
C 1.438418 -0.287179 0.472468 -0.1 -0.8 0.2 -0.0754
H -3.596151 -4.451437 -1.007081 0.0 -0.1 0.1 0.0846
H -3.902312 -4.955698 0.673331 0.2 0.2 0.0 0.0814
H -2.471030 -5.555985 -0.198879 -0.1 0.0 0.0 0.0896
H -2.497103 -3.233044 1.360905 0.0 -0.1 0.0 0.1258
H -1.334422 -0.956925 0.327334 -0.2 0.2 0.2 0.1523
H -0.651323 -1.275581 2.464682 0.1 0.0 -0.1 0.1416
H -0.517438 -3.059576 4.362643 0.0 0.1 0.2 0.0798
H 1.015666 -3.932636 4.140912 -0.1 0.1 -0.1 0.0867
H 1.005758 -2.156020 4.129530 -0.1 0.1 0.2 0.0793
H 1.293721 -2.172421 -0.546150 -0.1 -0.1 0.0 0.1421
H -0.303286 0.254477 -1.519341 0.0 0.2 0.0 0.0717
H 1.259588 -0.289623 -2.162309 0.0 0.1 0.1 0.0803
H -0.165603 -1.294696 -2.377360 -0.1 0.1 0.0 0.0687
H 0.786127 0.528522 0.780144 0.0 0.2 0.1 0.0662
H 2.260500 0.117007 -0.119917 -0.1 0.0 0.0 0.0837
H 1.872697 -0.764848 1.349914 0.0 0.2 0.2 0.0706
C 2.079184 3.174432 1.897814 0.2 0.1 -0.4 -0.0812
N 1.247794 3.305942 0.708381 -1.5 0.3 -1.4 -0.0090
C 1.747030 3.582724 -0.559913 2.3 -0.2 2.1 -0.4071
O 2.971274 3.634013 -0.679512 -1.3 0.1 -0.7 0.0514
C 0.787813 3.833977 -1.701285 -2.3 0.5 -1.8 -0.2213
N 1.228568 4.270038 -2.900397 1.0 -0.3 1.0 0.1454
C 0.363572 4.508156 -3.880884 0.0 -0.3 0.8 -0.1134
C -0.987139 4.314270 -3.688443 -0.5 0.1 -0.5 -0.0513
C -1.406667 3.869405 -2.453644 0.6 0.0 0.1 -0.1217
N -0.533795 3.637985 -1.473678 0.6 -0.2 0.8 0.1161
H 2.822032 2.381541 1.760815 -0.1 0.2 0.0 0.0814
H 1.462640 2.921948 2.765460 -0.1 0.1 -0.3 0.0822
H 2.601235 4.114701 2.103237 0.0 -0.2 0.0 0.0861
H 0.234407 3.335592 0.802882 0.5 -0.1 0.0 0.1134
H 0.728032 4.857686 -4.842207 0.3 0.0 0.2 0.1134
H -1.694882 4.504499 -4.484959 0.0 0.0 0.0 0.1042
H -2.464996 3.707543 -2.272376 0.1 -0.1 0.3 0.1102
```
Positions in Å, forces in eV/Å.

## Properties
SMILES   CNC(=O)[C@@H](NC(C)=O)C(C)C.CNC(=O)c1ncccn1
E_LUMO   0.00 eV
HOMO   -9.45 eV
Gap between HOMO and LUMO   9.442 eV


[2]
Here is one molecule with the formula C4H8N2S3 from OMol25. Energies are from ωB97M-V/def2-TZVPD.

XYZ file:
```
17
Properties=species:S:1:pos:R:3:forces:R:3:lowdin_charge:R:1
C -3.290304 -0.040371 0.069831 -2.3 -1.6 -1.7 -1.4219
C -0.117468 0.069784 0.720215 -2.3 -0.9 0.1 -0.1377
C 1.493218 -0.091138 -1.151534 -2.0 1.3 -0.1 -0.1106
C 0.139529 -0.663681 -0.497741 -1.0 -0.6 -3.4 -0.6712
N -2.447605 0.874558 0.594264 2.5 -0.9 -0.4 -0.1011
N -1.228844 0.591087 1.199144 0.8 -0.7 2.8 0.0606
S -4.700648 0.627067 -0.662409 1.2 -0.2 0.8 0.4335
S -2.925918 -1.659924 0.171138 0.2 -0.7 0.1 0.5135
S 0.703063 -2.341293 0.099439 -1.6 0.1 0.3 0.7635
H 0.695652 -0.177359 1.357090 0.3 0.8 1.6 0.1098
H 1.386679 1.002998 -0.836721 1.0 -1.2 -0.9 0.0931
H 1.487205 -0.175036 -2.294577 0.1 0.0 1.9 0.1090
H 2.344276 -0.569408 -0.644090 -0.1 0.4 -0.5 0.0483
H -0.839370 -0.717593 -1.191615 2.5 0.0 1.4 0.1313
H -2.953160 1.683316 0.773055 -0.1 2.5 0.9 0.0745
H -1.231045 0.438398 2.286202 -0.2 1.1 -2.4 0.2293
H -0.498099 -2.838691 0.636723 0.9 0.7 -0.6 -0.1239
```
Positions in Å, forces in eV/Å.

## Properties
E_LUMO   -1.72 eV
HOMO   -7.19 eV
Gap between HOMO and LUMO   5.464 eV


[3]
Here is C29H22ClF5N2O2OsSe as an isolated structure from OMol25. Energies are from ωB97M-V/def2-TZVPD.

XYZ file:
```
63
Properties=species:S:1:pos:R:3:forces:R:3:lowdin_charge:R:1
Os 0.414167 0.272263 -0.669862 0.4 -1.3 -0.2 1.5573
C 0.480567 4.999063 0.993738 0.0 -0.2 0.0 -0.0356
C -0.080533 3.715463 1.626838 -0.4 0.2 0.0 -0.3686
C -0.394433 3.967963 3.101938 0.0 -0.1 -0.2 -0.0541
C 0.821867 2.532363 1.383338 0.1 -0.2 0.1 -0.1919
C 1.241367 1.672763 2.405538 -0.1 0.3 -0.3 -0.0039
C 2.167667 0.657463 2.180138 0.1 -0.1 -0.3 0.0278
C 2.766067 0.468963 0.933538 -0.2 0.1 0.0 -0.2640
C 3.873367 -0.505037 0.729638 0.1 -0.1 -0.1 -0.0064
C 2.338767 1.304463 -0.138762 0.3 0.2 -0.2 -0.1900
C 1.334467 2.293363 0.081138 0.1 0.2 -0.1 -0.1561
H -0.135733 5.840963 1.294038 0.0 0.1 0.0 0.0924
H 0.476767 4.967663 -0.090962 0.0 0.0 -0.1 0.0775
H 1.495667 5.181163 1.333538 0.2 0.1 0.1 0.1022
H -1.034533 3.502863 1.119038 0.1 0.0 0.0 0.1434
H 0.518367 4.126363 3.672538 0.1 0.0 0.1 0.1008
H -0.962033 3.155663 3.549938 0.0 -0.1 0.1 0.0575
H -0.997833 4.867663 3.190338 0.0 0.0 0.0 0.0948
H 0.906267 1.832463 3.418938 -0.1 0.0 0.1 0.1217
H 2.502667 0.060863 3.017038 0.0 -0.1 0.0 0.1368
H 3.614567 -1.238237 -0.036262 0.0 0.0 0.0 0.0907
H 4.120167 -1.031037 1.648038 0.0 0.0 0.0 0.0975
H 4.764067 0.015163 0.376338 0.1 0.0 0.0 0.1088
H 2.977667 1.382363 -1.015562 -0.2 -0.1 0.0 0.1359
H 1.199967 3.066963 -0.668262 -0.1 -0.2 0.0 0.1123
F -0.810133 -1.719837 -2.900162 0.2 0.0 -0.3 0.0196
C -0.097733 -0.755037 -3.515562 -0.1 -0.2 -0.1 -0.2390
C 0.470367 0.266663 -2.746462 0.0 0.3 0.6 -0.1399
C 1.107867 1.263963 -3.492162 0.2 0.1 0.0 -0.2052
F 1.655667 2.303063 -2.838062 0.0 -0.1 -0.3 0.0792
C 1.230967 1.233763 -4.878762 -0.1 0.0 0.3 -0.1269
F 1.864167 2.212463 -5.500662 0.0 -0.1 0.0 0.1657
C 0.687867 0.167163 -5.599962 0.0 0.0 0.3 -0.1023
F 0.815767 0.105163 -6.906662 -0.1 0.0 0.3 0.1913
C -0.001633 -0.827337 -4.901862 0.1 0.1 0.3 -0.1262
F -0.565133 -1.835237 -5.546862 0.1 0.1 0.0 0.1639
Se -2.761933 -0.216937 -1.457162 -0.3 -0.2 -0.3 1.4332
N -1.763433 0.443363 -0.094362 0.6 0.2 1.2 -0.2814
C -2.571433 0.650263 0.950038 0.2 -0.3 -1.3 -0.3025
C -2.214733 0.989063 2.269938 0.2 0.2 0.8 0.0278
C -3.206433 1.168263 3.202338 0.5 0.0 -0.1 -0.0026
C -4.568333 1.038963 2.874338 0.1 0.1 0.3 0.0293
C -4.958733 0.665463 1.608738 0.1 -0.3 -0.9 0.0711
C -3.966833 0.430863 0.647138 0.0 0.1 0.6 -0.3209
N -4.196133 -0.008237 -0.592562 -1.1 -0.2 -0.6 -0.1755
H -1.172233 1.053763 2.542238 0.0 0.0 0.0 0.0973
H -2.939333 1.396963 4.223038 0.0 0.0 0.1 0.1305
H -5.306533 1.212963 3.640738 -0.1 0.0 0.1 0.1371
H -5.994833 0.534863 1.339938 -0.1 0.0 0.0 0.1444
Cl 1.136167 -8.395337 -0.550862 0.1 -0.3 0.0 0.7633
C 0.762767 -6.737137 -0.455162 -0.2 0.8 0.0 -0.6530
C 1.769867 -5.784337 -0.662662 -0.3 -0.5 0.1 -0.0731
C 1.461267 -4.445137 -0.608362 -0.3 0.1 0.1 -0.0061
C 0.145267 -4.041637 -0.360962 -0.2 0.4 0.0 -0.1286
C -0.856533 -4.990637 -0.132262 0.3 0.2 -0.1 0.0023
C -0.550133 -6.331937 -0.176862 0.4 -0.2 -0.1 -0.0698
C -0.220933 -2.595037 -0.394762 -0.1 -1.8 0.2 -0.5767
O -1.384833 -2.225437 -0.267262 -0.8 0.4 0.1 -0.0272
O 0.765567 -1.790737 -0.575462 0.7 2.4 -0.4 -0.1504
H 2.774767 -6.111737 -0.870362 0.1 -0.1 0.0 0.1137
H 2.225967 -3.702137 -0.767262 0.1 0.0 -0.1 0.1123
H -1.862833 -4.657837 0.071538 -0.1 0.0 0.0 0.1233
H -1.312833 -7.075337 -0.012462 -0.1 -0.1 0.0 0.1150
```
Positions in Å, forces in eV/Å.

## Properties
Charge   +2
E_LUMO (alpha / beta)   -8.01 / -10.60 eV
2S+1   5
HOMO (alpha / beta)   -13.56 / -13.43 eV
Gap between HOMO and LUMO (alpha / beta)   5.556 / 2.824 eV


Values of largest force on an atom, in order: 3.13 3.60 2.55, all in eV/Å.
Values of ΔE to the lowest compared entry with this formula, charge and spin, in order: 106.0 184.4 202.2, all in kJ/mol.